{
  "formula": "C11H22N3OSn",
  "method": "ωB97M-V/def2-TZVPD",
  "symbols": ["C", "Sn", "N", "H", "H", "H", "H", "H", "H", "H", "H", "C", "C", "N", "C", "C", "C", "O", "C", "C", "C", "C", "N", "C", "H", "H", "H", "H", "H", "H", "H", "H", "H", "H", "H", "H", "H", "H"],
  "xyz": [[1.565, 2.090, -5.131], [1.600, 1.181, -3.124], [2.454, -0.653, -4.345], [0.216, 2.143, -2.754], [3.122, 1.985, -2.926], [1.375, 3.155, -4.985], [0.728, 1.632, -5.662], [2.513, 1.933, -5.643], [1.766, -1.407, -4.376], [3.310, -0.997, -3.906], [2.678, -0.374, -5.301], [-2.539, 2.237, 2.900], [-2.546, 0.743, 3.145], [-1.463, 0.009, 2.472], [-0.407, -0.521, 3.355], [-0.902, -1.678, 4.207], [-1.502, -0.019, 1.105], [-2.440, 0.520, 0.509], [-0.404, -0.688, 0.314], [0.196, -1.923, 0.624], [1.178, -2.408, -0.249], [1.539, -1.668, -1.371], [0.932, -0.495, -1.687], [-0.061, -0.053, -0.867], [-1.589, 2.674, 3.225], [-3.351, 2.694, 3.472], [-2.703, 2.450, 1.841], [-2.414, 0.519, 4.204], [-3.493, 0.325, 2.775], [0.445, -0.825, 2.741], [-0.096, 0.308, 4.008], [-1.266, -2.495, 3.573], [-0.082, -2.061, 4.821], [-1.709, -1.349, 4.870], [-0.115, -2.482, 1.510], [1.682, -3.357, -0.080], [2.323, -2.014, -2.052], [-0.540, 0.867, -1.212]],
  "mulliken_charge": [-1.406, -0.085, -1.973, -0.128, -0.087, 0.364, 0.349, 0.271, 0.666, 0.611, 0.699, -1.175, -0.573, 0.119, -0.819, -1.131, 0.483, -0.700, -0.138, -0.384, -0.779, -0.335, 0.574, -0.190, 0.275, 0.369, 0.327, 0.338, 0.311, 0.640, 0.298, 0.286, 0.344, 0.401, 0.411, 0.372, 0.059, 0.337],
  "de_lowest_kcal_mol": 24.5,
  "lumo_ev": [2.92, 2.92],
  "total_charge": -1
}

{
  "formula": "C5H9NO",
  "method": "ωB97M-V/def2-TZVPD",
  "symbols": ["C", "C", "C", "N", "C", "C", "O", "H", "H", "H", "H", "H", "H", "H", "H", "H"],
  "xyz": [[1.716, -0.579, -0.432], [0.624, 0.160, -0.629], [0.578, 1.650, -0.447], [-0.622, -0.438, -0.987], [-1.551, -0.540, 0.144], [-0.825, -0.685, 1.472], [-0.905, 0.135, 2.359], [2.670, -0.128, -0.189], [1.672, -1.665, -0.480], [0.351, 2.155, -1.393], [1.525, 2.031, -0.056], [-0.209, 1.918, 0.267], [-0.463, -1.346, -1.404], [-2.202, 0.335, 0.214], [-2.179, -1.424, -0.012], [-0.180, -1.578, 1.573]],
  "mulliken_charge": [-0.949, 0.488, -1.017, -0.343, -0.738, 0.242, -0.487, 0.279, 0.263, 0.283, 0.327, 0.275, 0.334, 0.299, 0.425, 0.320],
  "de_lowest_kcal_mol": 44.7,
  "lumo_ev": 0.92,
  "smiles": "C=C(C)NCC=O"
}

{
  "formula": "C21H25N2O3S",
  "method": "ωB97M-V/def2-TZVPD",
  "symbols": ["C", "O", "C", "C", "C", "C", "C", "C", "C", "C", "C", "C", "N", "C", "C", "C", "N", "C", "C", "C", "C", "O", "O", "C", "C", "C", "S", "H", "H", "H", "H", "H", "H", "H", "H", "H", "H", "H", "H", "H", "H", "H", "H", "H", "H", "H", "H", "H", "H", "H", "H", "H"],
  "xyz": [[2.100, -2.577, 1.647], [2.915, -2.675, 0.501], [4.102, -1.918, 0.529], [4.440, -1.383, -0.856], [3.264, -0.781, -1.649], [2.314, 0.115, -0.865], [3.023, 1.252, -0.107], [2.290, 2.594, -0.173], [1.400, 2.893, 1.073], [-0.055, 2.625, 0.787], [-0.765, 3.482, -0.054], [-2.091, 3.207, -0.389], [-2.826, 4.059, -1.211], [-2.701, 2.076, 0.166], [-1.996, 1.225, 1.019], [-0.658, 1.497, 1.325], [-2.644, 0.106, 1.553], [-3.367, -0.701, 0.632], [-3.205, -2.087, 0.629], [-3.920, -2.863, -0.271], [-3.734, -4.372, -0.241], [-2.574, -4.750, 0.017], [-4.739, -5.048, -0.490], [-4.773, -2.241, -1.184], [-4.917, -0.858, -1.212], [-4.228, -0.092, -0.278], [-4.399, 1.675, -0.159], [1.666, -3.553, 1.842], [1.284, -1.867, 1.497], [2.665, -2.267, 2.526], [4.061, -1.096, 1.244], [4.924, -2.567, 0.849], [5.259, -0.673, -0.785], [4.826, -2.223, -1.433], [2.723, -1.606, -2.100], [3.690, -0.212, -2.477], [1.716, -0.510, -0.213], [1.604, 0.539, -1.573], [4.003, 1.381, -0.564], [3.168, 0.939, 0.922], [1.644, 2.585, -1.045], [2.988, 3.415, -0.327], [1.545, 3.924, 1.382], [1.730, 2.230, 1.866], [-0.295, 4.363, -0.469], [-2.267, 4.526, -1.907], [-3.629, 3.603, -1.623], [-0.111, 0.829, 1.972], [-2.036, -0.446, 2.137], [-2.519, -2.535, 1.332], [-5.324, -2.864, -1.872], [-5.571, -0.377, -1.921]],
  "mulliken_charge": [-0.507, -0.325, -0.433, -0.686, -1.119, -0.264, -0.434, -0.908, -1.402, 0.475, -0.787, 0.681, -0.639, 0.644, 0.169, -0.917, -0.339, 0.524, -0.677, -0.227, 0.289, -0.715, -0.741, -0.690, -0.447, 0.852, -0.428, 0.309, 0.063, 0.316, 0.307, 0.347, 0.331, 0.382, 0.407, 0.338, -0.012, 0.626, 0.452, 0.071, 0.491, 0.370, 0.461, 0.457, 0.327, 0.227, 0.215, 0.157, 0.296, 0.303, 0.429, 0.383],
  "de_lowest_kcal_mol": 0.0,
  "lumo_ev": 2.55,
  "smiles": "COCCCCCCCc1cc(N)c2c(c1)Nc1cc(C(=O)[O-])ccc1S2",
  "total_charge": -1
}

{
  "formula": "C8H17BClFN2O8PS3",
  "method": "ωB97M-V/def2-TZVPD",
  "symbols": ["C", "N", "C", "B", "O", "N", "C", "P", "O", "Cl", "S", "C", "C", "C", "S", "O", "O", "S", "O", "O", "F", "H", "H", "H", "H", "H", "H", "H", "H", "H", "H", "H", "H", "H", "O", "C", "C", "O", "H", "H", "H", "H"],
  "xyz": [[3.427, -0.913, 1.853], [2.390, -0.608, 0.850], [2.771, -1.272, -0.406], [1.099, -0.936, 1.341], [0.925, -1.124, 2.726], [-0.133, -0.988, 0.484], [-0.789, 0.303, 0.366], [-0.242, 1.761, 1.005], [-1.532, 2.732, 0.576], [1.462, 2.701, -0.273], [-2.289, 0.183, -0.586], [-1.988, -1.570, -0.933], [-0.766, -2.067, -0.118], [-1.187, -3.158, 0.890], [-2.022, -2.465, 2.306], [-3.313, -1.987, 1.902], [-1.969, -3.496, 3.316], [0.137, -3.206, -1.443], [1.167, -3.996, -0.832], [-0.897, -3.965, -2.085], [0.765, -2.291, -2.567], [3.346, -0.252, 2.710], [3.413, -1.965, 2.160], [4.407, -0.744, 1.403], [2.728, -2.357, -0.326], [3.803, -1.003, -0.641], [2.160, -0.895, -1.222], [1.006, -2.045, 2.992], [-2.155, 2.710, 1.308], [-1.713, -1.576, -1.988], [-2.863, -2.206, -0.845], [-0.344, -3.758, 1.232], [-1.915, -3.839, 0.448], [-1.239, -1.441, 2.710], [-2.563, 5.139, -2.720], [-1.733, 5.161, -1.836], [-0.177, 6.261, -2.727], [0.694, 6.308, -1.895], [-1.169, 4.252, -1.562], [-1.903, 5.785, -0.937], [-0.744, 7.175, -2.996], [-0.053, 5.650, -3.641]],
  "mulliken_charge": [-0.993, 0.123, -1.076, 0.305, -0.588, 0.385, 0.357, -0.258, -0.461, -0.536, -0.267, -0.740, -0.311, -1.329, 1.077, -0.620, -0.692, 1.294, -0.637, -0.658, -0.211, 0.280, 0.309, 0.336, 0.366, 0.463, 0.204, 0.309, 0.297, 0.640, 0.396, 0.392, 0.730, 0.146, -0.454, 0.000, -0.182, -0.378, 0.178, 0.266, 0.277, 0.264],
  "lumo_ev": 1.52,
  "total_charge": -1
}

Please write out number 2 again, unchanged.
{
  "formula": "C5H9NO",
  "method": "ωB97M-V/def2-TZVPD",
  "symbols": ["C", "C", "C", "N", "C", "C", "O", "H", "H", "H", "H", "H", "H", "H", "H", "H"],
  "xyz": [[1.716, -0.579, -0.432], [0.624, 0.160, -0.629], [0.578, 1.650, -0.447], [-0.622, -0.438, -0.987], [-1.551, -0.540, 0.144], [-0.825, -0.685, 1.472], [-0.905, 0.135, 2.359], [2.670, -0.128, -0.189], [1.672, -1.665, -0.480], [0.351, 2.155, -1.393], [1.525, 2.031, -0.056], [-0.209, 1.918, 0.267], [-0.463, -1.346, -1.404], [-2.202, 0.335, 0.214], [-2.179, -1.424, -0.012], [-0.180, -1.578, 1.573]],
  "mulliken_charge": [-0.949, 0.488, -1.017, -0.343, -0.738, 0.242, -0.487, 0.279, 0.263, 0.283, 0.327, 0.275, 0.334, 0.299, 0.425, 0.320],
  "de_lowest_kcal_mol": 44.7,
  "lumo_ev": 0.92,
  "smiles": "C=C(C)NCC=O"
}

Which formula does entry 2 have? C5H9NO

Number 1 is which compound? C11H22N3OSn